18
Properties=species:S:1:pos:R:3:lowdin_charge:R:1 method="wB97M-V/def2-TZVPD" orbital_gap_ev=9.86 smiles=CCCS.O.O spin_multiplicity=1 charge=0 e_homo_ha=-0.3423
C 0.5633 0.6578 -2.0555 -0.095
C 0.6277 -0.6270 -1.1968 -0.299
C 1.4057 -0.4303 0.1222 -0.528
S 0.4160 -0.9497 1.5773 0.695
H -0.3715 1.2202 -2.0718 0.066
H 0.8849 0.4224 -3.0632 0.067
H 1.2836 1.3644 -1.6735 0.059
H -0.3805 -0.9960 -0.9828 0.055
H 1.1240 -1.4114 -1.7755 0.102
H 1.6298 0.6083 0.2734 0.038
H 2.2734 -1.0587 0.1520 0.057
H 1.3199 -1.7020 2.2163 -0.159
O -0.2270 2.3108 1.4988 -0.096
H -1.0019 2.0472 2.0221 0.038
H 0.4952 1.9022 2.0053 0.009
O -2.8866 -0.3433 -1.7468 -0.063
H -2.7764 -1.1329 -1.1971 0.036
H -2.2981 0.2494 -1.2552 0.018


18
Properties=species:S:1:pos:R:3:lowdin_charge:R:1 method="wB97M-V/def2-TZVPD" orbital_gap_ev=9.45 smiles=CCCS.O.O spin_multiplicity=1 charge=0 e_homo_ha=-0.3279
C -2.0910 0.9905 0.1678 -0.159
C -0.8633 1.7905 -0.3055 -0.285
C 0.3378 0.8454 -0.8453 -0.472
S 0.3254 -0.7577 0.1267 0.647
H -3.0673 1.4409 -0.0314 0.065
H -2.0662 0.6376 1.1494 0.028
H -2.0434 0.0377 -0.5210 0.073
H -1.0113 2.5596 -1.0125 0.079
H -0.4903 2.3161 0.5000 0.057
H 1.3401 1.2507 -0.6941 0.056
H 0.2156 0.6859 -1.8753 0.036
H 0.5694 -0.2044 1.3989 -0.101
O 1.5884 -2.2472 3.7634 -0.048
H 2.5139 -2.0311 3.8331 0.028
H 1.1265 -1.5225 4.1642 0.018
O 1.4989 -1.6489 -3.4018 -0.099
H 1.3403 -2.0516 -2.5101 0.028
H 0.7765 -2.0913 -3.9065 0.049


19
Properties=species:S:1:pos:R:3:lowdin_charge:R:1 method="wB97M-V/def2-TZVPD" orbital_gap_ev=9.52 smiles=CCCSS.O.O spin_multiplicity=1 charge=0 e_homo_ha=-0.3419
C -1.4704 -0.4787 1.1630 -0.130
C -0.2174 -0.3695 0.3123 -0.359
C 1.0433 -0.5849 1.1621 -0.527
S 2.7024 -0.4002 0.2992 0.424
S 2.2528 0.5493 -1.5215 0.336
H -1.6953 -1.3542 1.7890 0.077
H -2.2642 -0.4360 0.4066 0.076
H -1.7050 0.3189 1.8795 0.073
H -0.2886 -1.1684 -0.4317 0.099
H -0.2454 0.6105 -0.1520 0.069
H 0.9713 0.1507 1.9641 0.069
H 1.0284 -1.6253 1.4669 0.065
H 2.6945 1.7763 -1.2686 -0.208
O 0.5514 -2.2036 -3.1115 -0.066
H 1.1396 -1.7693 -2.4839 -0.030
H 0.9359 -3.0813 -3.1726 0.035
O -2.1621 3.5038 0.6709 -0.044
H -1.2946 3.6900 1.0367 0.032
H -1.9768 2.8718 -0.0085 0.010


19
Properties=species:S:1:pos:R:3:lowdin_charge:R:1 method="wB97M-V/def2-TZVPD" orbital_gap_ev=9.53 smiles=CCCSS.O.O spin_multiplicity=1 charge=0 e_homo_ha=-0.3286
C -1.0338 -0.5653 -0.7428 -0.130
C -0.1943 -0.0626 0.4099 -0.341
C 0.7296 1.0581 -0.0211 -0.575
S 1.8824 1.6310 1.2750 0.419
S 2.9794 -0.0052 1.7829 0.307
H -0.3974 -0.9283 -1.5593 0.064
H -1.6640 -1.4226 -0.5260 0.073
H -1.6677 0.1965 -1.1869 0.064
H 0.3886 -0.8599 0.8666 0.077
H -0.8923 0.2809 1.1797 0.098
H 0.2195 2.0017 -0.2216 0.067
H 1.2687 0.7282 -0.9004 0.046
H 2.1040 -0.6006 2.6131 -0.185
O 2.2577 -1.3365 -1.5572 -0.068
H 3.0155 -1.1392 -0.9818 0.017
H 2.4684 -0.9308 -2.4040 0.044
O -3.6397 0.3358 0.5175 -0.056
H -4.4986 0.3739 0.9549 0.041
H -3.3262 1.2449 0.5014 0.038


Table of relative energy (zero: lowest compared OMol25 entry of this formula, charge and spin) (kJ/mol), in record order: 63.55 116.77 90.00 45.45